1.
Density functional theory data (the ωB97M-V functional and the def2-TZVPD basis) for a cluster of 17 separate species, C17H68O17 in total.

Calculated values
2S+1	1
HOMO	-9.00	eV
charge	0
ΔE to the lowest compared entry with this formula, charge and spin	2.7395	eV
strongest force on any atom	3.89	eV Å⁻¹
E_tot	-53530.4006	eV

Positions of all 102 atoms, in Å:
H 6.28400 0.88800 -13.93000
O 9.39200 -5.40800 -13.89100
O 10.65600 -3.28300 -10.42300
C 12.56900 -1.50400 -12.30200
O 9.54700 -2.58000 -13.46200
H 7.03100 -2.00500 -15.49200
H 10.43800 0.56200 -18.83200
H 3.98400 1.53900 -15.20800
H 10.62300 1.45800 -16.17200
H 13.19800 -2.26800 -11.83200
H 12.97700 0.44500 -17.27600
H 12.95800 -0.35600 -14.55300
H 9.33100 -4.50300 -14.13700
H 8.17600 -1.52300 -11.13000
H 14.24500 0.07500 -16.21600
H 11.87200 0.72400 -11.62400
H 7.73400 2.23700 -17.62300
H 7.11700 -4.13700 -12.40900
C 7.50400 -4.58500 -11.48000
H 8.54700 -2.61500 -17.96100
H 8.14400 0.41300 -10.23400
H 7.89900 -3.58700 -15.84700
H 9.64000 0.81700 -10.97300
C 7.62600 1.16200 -17.67800
C 10.78900 -0.47700 -18.65000
H 10.71300 -4.59200 -11.92200
H 8.24300 0.56700 -11.97700
O 11.30600 3.34500 -15.77100
H 11.91900 -5.13800 -16.45300
H 6.37800 -2.61700 -10.88300
H 5.94900 -0.23200 -15.11800
C 9.56300 -1.51600 -14.38300
O 6.56200 -1.72600 -11.22500
H 10.45100 -5.90200 -16.16100
H 10.46200 1.19100 -13.32200
C 6.99500 -3.10000 -15.49000
H 11.39900 -1.01500 -16.85600
O 7.63200 -2.74900 -19.90800
H 6.02700 1.48400 -15.42400
H 8.15400 -5.79900 -15.52500
H 6.56800 0.91700 -17.56200
O 10.54300 -0.87900 -17.30300
C 10.79400 2.42700 -16.69300
H 12.08400 -2.07100 -13.07600
H 8.37100 1.55600 -15.20600
H 13.11400 1.46500 -15.95600
O 8.26900 0.50200 -16.61500
C 5.68600 0.71400 -14.77800
H 10.40400 -0.81000 -14.38200
C 13.26600 0.44200 -16.25300
H 8.08000 -1.10400 -18.75400
H 11.14000 -1.67800 -11.12600
H 12.11200 1.36400 -13.90700
H 10.29200 -1.16200 -19.35500
H 6.89100 -3.43900 -14.49500
H 7.97600 0.90400 -18.60400
H 11.76400 3.96400 -16.33900
H 9.38800 -1.88700 -15.36200
H 11.55200 2.26100 -17.49300
H 11.81300 -0.57400 -18.95300
H 8.58800 -7.21600 -14.61500
O 10.35000 -3.89300 -16.32300
H 9.00000 4.07700 -14.38800
H 7.72200 -5.65500 -11.64400
H 8.69100 -0.91600 -14.17600
H 9.62700 -2.16100 -12.58900
H 11.38100 -5.16500 -10.33700
H 6.68900 -2.86200 -19.95700
H 10.79100 -5.33100 -17.78700
H 10.77500 -3.23000 -16.86600
H 8.39200 -4.03800 -11.32800
H 6.92900 -2.31100 -18.10800
O 9.05800 -1.07700 -11.24300
C 6.07800 -1.56400 -12.53400
H 12.27500 -4.08400 -11.33600
O 12.55200 -0.44600 -15.42300
H 8.25500 3.39800 -15.94700
H 5.81200 -4.43400 -16.17800
O 5.92600 -3.49400 -16.24800
H 5.18300 -0.88100 -12.41500
O 4.29400 0.87600 -14.55800
H 10.77000 -3.34100 -9.47200
H 11.08000 2.77800 -13.45500
O 11.74700 -0.97100 -11.35700
H 7.50800 -6.11600 -13.91600
H 9.03900 0.01600 -16.94600
C 11.37100 1.75200 -13.20500
C 7.83000 -2.16600 -18.61500
H 6.81900 -5.11500 -9.80600
C 8.75600 0.26500 -11.09800
H 13.11700 -0.68700 -12.77100
O 11.90200 1.62000 -11.92100
H 5.76500 -2.46100 -13.06200
C 11.30700 -4.33000 -11.05900
O 6.57700 -4.42900 -10.49300
H 9.89600 2.69500 -17.16000
C 10.90600 -5.10500 -16.71700
C 8.25600 3.42300 -14.84200
C 8.40400 -6.13000 -14.50500
H 7.28700 3.75400 -14.56600
H 6.83000 -1.05500 -13.11700
O 8.42500 2.07900 -14.46100



2.
Density functional theory data (the ωB97M-V functional and the def2-TZVPD basis) for a cluster of 28 separate species, C17H79ClN3O30 in total.

Calculated values
2S+1	1
HOMO	-11.44	eV
charge	+1
ΔE to the lowest compared entry with this formula, charge and spin	0.0000	eV
strongest force on any atom	3.12	eV Å⁻¹
E_tot	-97319.3734	eV

Positions of all 130 atoms, in Å:
O -3.13644 -0.39419 1.33223
C -0.71309 -1.62866 0.91971
H 11.01814 -4.73302 -6.01180
C -4.38378 0.21506 1.56081
H -6.47747 0.79740 -6.13232
O 5.93139 -1.15776 6.02312
H -0.02090 -2.42347 0.52306
H 0.95189 -2.35917 -2.05403
O -8.65817 0.71400 -0.42981
C -1.88683 -0.57288 3.34809
C -5.45804 3.08548 -0.95839
H -2.63050 -2.65135 0.83449
H -8.04682 0.23621 0.14252
O 5.78094 1.48191 8.20579
H 2.40239 -2.91553 -0.73349
H 1.81656 0.38213 4.84680
H 5.00796 -5.46329 -4.73507
H -6.50006 3.86633 -4.77496
O -11.05216 4.22659 -5.67964
H 7.08763 -5.57542 -6.76248
H 4.87564 1.80666 8.14819
C 2.53787 0.75762 2.70608
H 1.81765 -2.53319 -3.29236
H 1.88638 -4.29502 -0.33425
H -8.98260 4.42104 -2.22957
H 0.87269 -1.13794 3.68451
H -4.89467 5.33526 -6.23483
H -0.15716 0.73409 3.33008
C -4.56636 1.58572 0.82488
H 7.38152 -6.07166 -8.17487
H 8.65032 -2.86530 -3.54379
H -0.23763 3.49302 6.64703
H 6.56937 1.35130 -3.96330
H 0.51485 3.10139 7.90850
O 5.42450 3.68152 3.67653
O 8.85939 1.43927 6.80770
H -4.75677 1.90703 -8.85232
H -3.12471 2.52005 2.29222
H 5.78676 -1.10160 6.97656
H 6.09275 -1.64360 -4.42310
H 6.13242 -2.08865 5.87165
H 5.13966 4.45615 3.17812
C 2.50582 1.03966 4.25837
H 4.60286 -3.34685 -2.78031
C -3.77024 2.69519 1.39218
O -5.65723 4.87819 -6.60799
H 4.68208 1.49246 4.06480
O -6.05766 3.46194 -4.01538
H -5.98636 0.87344 -0.73853
H 5.20949 0.92050 -4.48965
H 2.33333 -6.65186 1.12036
N -1.54190 0.21759 6.58980
H 6.30134 -3.12549 -4.69776
C 3.99062 1.02973 4.81957
N 0.02500 -0.60040 1.71171
O 7.71876 -5.48249 -7.49058
O 6.11690 0.61193 -4.38443
H -0.89033 0.76329 7.17948
H 5.28180 -5.96069 -6.14542
H 0.50254 0.01282 1.02479
O -6.95704 -1.20930 -6.95853
H 0.14370 -0.21430 -2.14656
H -0.26676 3.02580 0.59177
H -7.42685 -1.94678 -7.36399
O -0.06781 0.71675 -1.97883
H 1.22678 -8.11757 -2.28453
H 0.94447 2.70886 -0.27429
C -2.68256 0.27956 4.42545
H -0.20042 0.76432 -1.02576
C -1.71358 0.87052 5.50964
H -1.20979 1.85670 5.28806
H 5.86392 4.05130 4.45143
H 4.28047 -0.05281 4.90113
O 5.69978 -2.50948 -4.25806
C -5.41975 1.74463 -0.34284
H 1.72595 1.38982 2.20895
C -1.94743 -2.28494 1.65164
H -6.08204 3.22311 -1.86964
O 0.06416 2.72345 7.14408
H 4.05820 1.54619 5.81096
O 4.31392 -3.14059 -1.87813
O -4.02026 3.09039 6.58658
H -1.27645 1.16503 2.00306
O -5.62566 2.22721 -8.58319
H -6.75217 1.32162 -4.73163
O 0.94431 -2.23248 -3.01313
H -4.67462 5.17376 -0.91186
O -8.98268 4.51034 -3.18897
H 9.18393 -2.85122 -4.96568
O 1.89153 -7.94900 -1.60759
H -5.37472 4.64111 -7.50075
C 1.13131 -1.16885 2.59096
H 9.05950 0.50881 6.65438
O 10.46720 -5.08519 -5.30359
C -4.65288 4.17857 -0.40728
H 9.99945 -5.82138 -5.71580
H -9.42042 0.88435 0.13538
H 6.09299 1.49287 7.29056
H 1.18800 -2.26493 2.33146
H -8.11293 4.18868 -3.45463
H -4.14619 3.15203 7.54049
H -6.40004 -0.86995 -7.67012
O 5.63006 -5.37079 -5.46570
N -2.76396 -1.24946 2.36856
H -3.17862 4.81899 1.20704
H -3.81756 2.15916 6.43778
C -0.83684 0.29377 2.54319
O 0.64211 2.70109 0.64447
H 2.10710 2.09266 4.37692
H 8.71684 1.49389 7.76042
O 8.36503 -2.92551 -4.46199
O 1.60969 -3.36975 -0.41058
H -11.34566 4.98724 -6.19294
C -3.81140 4.01394 0.77788
Cl -1.55901 -3.72377 2.66777
H -5.39328 2.88947 -4.41474
O 1.70559 -6.16779 0.56918
H -1.09905 -1.10878 -0.00599
H 5.07004 -2.68656 -1.49152
O -5.23020 -0.22361 2.27755
H -10.60133 4.61628 -4.91842
H -3.27659 1.10888 3.96297
H -5.62622 2.12942 -7.62303
H -1.26700 -1.28826 3.96282
H 0.94274 -6.03224 1.14528
H -3.38845 -0.43676 4.92954
O -6.12483 1.39700 -5.46047
O 2.40992 -0.64221 2.33394
H 3.51248 1.14405 2.31323
H 1.47565 -7.30100 -1.02019



3.
Density functional theory data (the ωB97M-V functional and the def2-TZVPD basis) for a structure of composition C17H9N2O6Pd.

Calculated values
2S+1	1
HOMO	-13.12	eV
charge	+1
strongest force on any atom	0.92	eV Å⁻¹
E_tot	-36511.7269	eV

Positions of all 35 atoms, in Å:
O 1.41995 0.67991 2.01123
O 2.45316 -0.59349 3.46539
C -0.88040 -1.68922 -1.26139
C -0.10812 -2.13518 -0.17056
C -1.09134 3.12122 0.52734
H 1.14609 4.82606 -2.10140
C -1.29960 -3.99549 -1.86363
C 1.91337 2.15581 -1.33455
C 0.50736 4.36854 -1.35856
C -0.62427 5.00421 -0.84448
C 1.42648 -3.01481 1.99448
C -0.55552 -4.44235 -0.81347
N 0.49275 -1.26219 0.68442
C -1.83325 2.18469 1.47524
H -2.05439 -2.27223 -2.92513
O 2.79126 2.49174 -2.06467
H -2.33147 4.85346 0.49975
C 0.06434 -3.52123 0.06682
H -1.01770 -0.63169 -1.45483
O -1.36966 0.92120 1.44841
H -1.77182 -4.69897 -2.53481
C 0.84305 -3.93726 1.16508
C -1.44308 4.38404 0.10045
H -0.88063 5.99412 -1.19736
C 1.21509 -1.67206 1.70400
H -0.42478 -5.50134 -0.63350
O 1.74310 0.89451 -0.89553
H 2.03244 -3.27740 2.85002
C 0.80497 3.10603 -0.89240
N 0.00471 2.56642 0.02167
H 0.97307 -4.99719 1.34305
O -2.77764 2.52973 2.11225
Pd 0.32291 0.71376 0.46203
C -1.46088 -2.60862 -2.08600
C 1.77047 -0.54473 2.50066



Number 3 is which compound? C17H9N2O6Pd



What is the HOMO in the first record? -9.00 eV



The lowest charge belongs to which entry? C17H68O17